(1)
20
Properties=species:S:1:pos:R:3 method="wB97M-V/def2-TZVPD" homo_ev=-9.1 multiplicity=1 e_above_lowest_ev=2.536 energy_ha=-1198.378642 homo_lumo_gap_ev=9.53
C 1.93 1.16 -0.88
H -2.95 -0.16 -0.25
C -0.33 0.46 0.20
S 0.97 1.97 -2.15
C 1.15 0.42 0.11
C -2.40 -0.62 0.69
H -2.21 -2.44 1.70
O 1.88 2.79 -2.95
H -0.78 1.49 0.13
C -2.74 -2.13 0.82
H -3.64 -2.27 1.29
S 3.62 0.19 0.81
H 1.60 -0.53 1.94
N -0.93 -0.57 0.62
C 3.25 1.11 -0.55
H 0.85 0.82 -2.80
H 4.20 1.36 -1.20
H -2.65 -2.73 -0.05
C 1.97 -0.15 1.02
H -2.79 -0.16 1.50

***

(2)
19
Properties=species:S:1:pos:R:3 method="wB97M-V/def2-TZVPD" homo_ev=-8.7 multiplicity=1 e_above_lowest_ev=0.512 energy_ha=-1014.533161 homo_lumo_gap_ev=9.37
H 1.03 -2.68 -0.85
C 0.23 0.31 0.45
H -1.27 0.55 1.91
C 1.28 -1.73 -0.36
N -2.37 -0.72 -0.59
C 2.56 -1.07 -0.34
H -0.70 2.19 1.22
C -0.98 1.12 1.03
Si -2.45 0.92 -0.32
S -1.39 -1.81 0.44
H 3.39 -1.55 -0.81
H -2.26 -1.16 -1.43
H 1.48 1.95 0.66
C 0.19 -1.09 0.23
C 2.68 0.29 -0.11
H 3.56 0.94 0.01
H -2.55 1.65 -1.63
H -3.91 0.97 0.20
C 1.48 0.92 0.28